1.
C5H8O | the ωB97M-V functional and the def2-TZVPD basis

Structure (XYZ):
```
14
C5H8O | the OMol25 dataset | the ωB97M-V functional and the def2-TZVPD basis
C -1.975 -0.462 -0.386
C -0.974 0.509 0.099
C 0.365 -1.543 0.006
C 0.384 -0.039 0.178
C 1.585 0.887 -0.044
O 0.615 -0.995 1.210
H -2.454 -1.018 0.431
H -2.075 -0.749 -1.366
H -1.100 1.416 -0.535
H -1.349 0.941 1.044
H 0.969 -2.179 -0.630
H 2.004 0.931 -1.087
H 2.452 0.438 0.515
H 1.554 1.863 0.565
```

Multiplicity: 1
Lowest unoccupied orbital energy (spin up / spin down) in eV: 0.62 / 0.61
Energy relative to the best compared isomer or geometry (same formula, charge and spin) in eV: 5.7248
HOMO (spin up / spin down) in eV: -8.2 / -8.1
Net charge: 0
Total energy in eV: -7356.5305

These are the natural (NBO) partial charges, in e, on atoms 1 to 8: -0.28, -0.52, 0.09, 0.15, -0.66, -0.45, 0.18, 0.17

=====

2.
C5H8O | the ωB97M-V functional and the def2-TZVPD basis

Structure (XYZ):
```
14
C5H8O | the OMol25 dataset | the ωB97M-V functional and the def2-TZVPD basis
C 1.047 -0.467 0.670
C 0.324 -1.342 -0.024
C -1.024 -0.991 -0.590
O -1.362 0.384 -0.545
C -0.279 1.282 -0.412
C 0.545 0.944 0.825
H 2.011 -0.746 1.090
H 0.670 -2.359 -0.199
H -1.796 -1.508 -0.005
H -1.106 -1.368 -1.622
H -0.734 2.274 -0.340
H 0.373 1.263 -1.301
H 1.370 1.654 0.953
H -0.100 1.030 1.711
```

SMILES: C1=CCOCC1
Multiplicity: 1
Lowest unoccupied orbital energy in eV: 1.10
Energy relative to the best compared isomer or geometry (same formula, charge and spin) in eV: 1.0967
HOMO in eV: -9.3
Net charge: 0
Total energy in eV: -7361.1585

These are the natural (NBO) partial charges, in e, on atoms 1 to 8: -0.19, -0.22, -0.10, -0.53, -0.05, -0.47, 0.21, 0.21

=====

3.
C5H8O | the ωB97M-V functional and the def2-TZVPD basis

Structure (XYZ):
```
14
C5H8O | the OMol25 dataset | the ωB97M-V functional and the def2-TZVPD basis
C 1.335 0.622 2.276
C 1.519 0.198 1.034
O 0.581 -0.542 0.373
C 0.499 -0.287 -0.976
C -0.676 -0.202 -1.587
C -1.992 -0.360 -0.888
H 2.117 1.183 2.772
H 0.410 0.424 2.809
H 2.425 0.400 0.462
H 1.458 -0.180 -1.484
H -0.672 -0.032 -2.661
H -2.660 0.484 -1.093
H -1.847 -0.437 0.193
H -2.497 -1.271 -1.230
```

SMILES: C=CO/C=C\C
Multiplicity: 1
Lowest unoccupied orbital energy in eV: 1.18
Energy relative to the best compared isomer or geometry (same formula, charge and spin) in eV: 1.7571
HOMO in eV: -8.8
Net charge: 0
Total energy in eV: -7360.4981

These are the natural (NBO) partial charges, in e, on atoms 1 to 8: -0.48, 0.14, -0.51, 0.11, -0.24, -0.65, 0.21, 0.21

=====

4.
C5H8O | the ωB97M-V functional and the def2-TZVPD basis

Structure (XYZ):
```
14
C5H8O | the OMol25 dataset | the ωB97M-V functional and the def2-TZVPD basis
C 1.670 -0.405 0.350
C 1.030 0.315 -0.790
C -0.402 0.079 -0.945
C -1.228 -0.768 0.040
O -1.215 0.283 1.022
C -0.637 1.213 0.112
H 1.060 -0.665 1.227
H 2.608 0.053 0.679
H 1.935 -1.349 -0.154
H 0.298 1.664 0.481
H -0.803 0.231 -1.949
H -0.766 -1.689 0.414
H -2.249 -0.989 -0.296
H -1.301 2.028 -0.193
```

Multiplicity: 1
Lowest unoccupied orbital energy in eV: 0.89
Energy relative to the best compared isomer or geometry (same formula, charge and spin) in eV: 4.9515
HOMO in eV: -8.2
Net charge: 0
Total energy in eV: -7357.3038

These are the natural (NBO) partial charges, in e, on atoms 1 to 8: -0.77, 0.10, -0.40, -0.08, -0.53, -0.03, 0.21, 0.23

=====

5.
C5H8O | the ωB97M-V functional and the def2-TZVPD basis

Structure (XYZ):
```
14
C5H8O | the OMol25 dataset | the ωB97M-V functional and the def2-TZVPD basis
O -2.219 0.479 2.000
C -1.127 -0.007 1.796
C -0.526 -0.174 0.471
C 0.593 -0.807 0.088
C 0.416 -0.459 -1.369
C -0.860 0.321 -0.920
H -0.487 -0.366 2.632
H 1.376 -1.341 0.622
H 0.213 -1.332 -1.995
H 1.207 0.139 -1.838
H -1.804 -0.026 -1.346
H -0.786 1.407 -1.049
H 1.682 1.102 0.638
H 2.322 1.063 0.270
```

SMILES: O=CC1=CCC1.[H][H]
Multiplicity: 1
Lowest unoccupied orbital energy in eV: 0.31
Energy relative to the best compared isomer or geometry (same formula, charge and spin) in eV: 2.9678
HOMO in eV: -9.8
Net charge: 0
Total energy in eV: -7359.2875

These are the natural (NBO) partial charges, in e, on atoms 1 to 8: -0.51, 0.40, -0.15, -0.09, -0.43, -0.41, 0.11, 0.21

=====

6.
C5H8O | the ωB97M-V functional and the def2-TZVPD basis

Structure (XYZ):
```
14
C5H8O | the OMol25 dataset | the ωB97M-V functional and the def2-TZVPD basis
C 2.428 0.518 -0.126
C 1.264 0.399 0.154
C -0.104 0.153 0.615
C -0.397 -1.353 0.733
C -1.191 1.000 -0.033
O -1.016 2.069 -0.557
H 3.461 0.653 -0.360
H -0.190 0.597 1.620
H 0.182 -1.766 1.565
H -0.108 -1.904 -0.167
H -1.457 -1.548 0.930
H -2.215 0.597 0.138
H -0.273 -0.074 -2.243
H -0.384 0.658 -2.269
```

SMILES: C#C[C@H](C)C=O.[H][H]
Multiplicity: 1
Lowest unoccupied orbital energy in eV: 0.90
Energy relative to the best compared isomer or geometry (same formula, charge and spin) in eV: 3.4816
HOMO in eV: -9.8
Net charge: 0
Total energy in eV: -7358.7736

These are the natural (NBO) partial charges, in e, on atoms 1 to 8: -0.21, -0.01, -0.42, -0.59, 0.47, -0.51, 0.24, 0.26

=====

7.
C5H8O | the ωB97M-V functional and the def2-TZVPD basis

Structure (XYZ):
```
14
C5H8O | the OMol25 dataset | the ωB97M-V functional and the def2-TZVPD basis
C -2.112 0.478 -0.061
C -0.824 0.114 0.569
O -0.510 1.079 1.384
C 0.251 -0.545 -0.297
C 1.327 0.350 -0.842
C 1.626 -0.590 0.292
H -2.926 -0.243 -0.180
H -1.321 -0.731 1.171
H -2.398 1.530 -0.084
H -0.079 -1.382 -0.913
H 1.255 1.405 -0.592
H 1.727 0.133 -1.830
H 2.245 -1.466 0.112
H 1.737 -0.133 1.273
```

Multiplicity: 1
Lowest unoccupied orbital energy (spin up / spin down) in eV: -0.45 / -1.40
Energy relative to the best compared isomer or geometry (same formula, charge and spin) in eV: 5.0301
HOMO (spin up / spin down) in eV: -9.9 / -9.0
Net charge: 0
Total energy in eV: -7357.2252

These are the natural (NBO) partial charges, in e, on atoms 1 to 8: -0.17, -0.01, -0.44, -0.26, -0.42, -0.42, 0.18, 0.25

=====

8.
C5H8O | the ωB97M-V functional and the def2-TZVPD basis

Structure (XYZ):
```
14
C5H8O | the OMol25 dataset | the ωB97M-V functional and the def2-TZVPD basis
C 0.413 -0.854 -1.206
C 1.130 0.244 -0.391
C -0.116 0.286 0.500
C -0.496 -1.116 0.015
C -0.922 1.402 0.999
O -0.079 0.645 1.861
H 0.991 -1.675 -1.641
H -0.178 -0.385 -1.999
H 1.939 -0.157 0.228
H 1.489 1.127 -0.927
H -0.046 -1.819 0.725
H -1.534 -1.405 -0.172
H -0.601 2.431 0.832
H -1.991 1.276 1.175
```

SMILES: C1CC2(C1)CO2
Multiplicity: 1
Lowest unoccupied orbital energy in eV: 1.08
Energy relative to the best compared isomer or geometry (same formula, charge and spin) in eV: 2.0555
HOMO in eV: -10.0
Net charge: 0
Total energy in eV: -7360.1997

These are the natural (NBO) partial charges, in e, on atoms 1 to 8: -0.39, -0.42, 0.21, -0.42, -0.10, -0.49, 0.21, 0.20

=====

9.
C5H8O | the ωB97M-V functional and the def2-TZVPD basis

Structure (XYZ):
```
14
C5H8O | the OMol25 dataset | the ωB97M-V functional and the def2-TZVPD basis
C 0.711 -0.607 1.959
C 0.700 0.212 0.677
C -0.661 0.058 0.071
C -0.859 -0.584 -1.061
C -0.715 -0.232 -2.312
O -0.451 1.113 -2.527
H -0.093 -0.263 2.619
H 1.659 -0.541 2.491
H 0.510 -1.654 1.710
H 1.465 -0.126 -0.031
H 0.894 1.277 0.879
H -1.492 0.544 0.583
H -0.770 -0.791 -3.233
H -0.898 1.594 -1.824
```

SMILES: CCC=C=CO
Multiplicity: 1
Lowest unoccupied orbital energy in eV: 0.76
Energy relative to the best compared isomer or geometry (same formula, charge and spin) in eV: 2.9085
HOMO in eV: -8.8
Net charge: 0
Total energy in eV: -7359.3468

These are the natural (NBO) partial charges, in e, on atoms 1 to 8: -0.59, -0.44, -0.14, -0.11, 0.05, -0.70, 0.20, 0.21

=====

10.
C5H8O | the ωB97M-V functional and the def2-TZVPD basis

Structure (XYZ):
```
14
C5H8O | the OMol25 dataset | the ωB97M-V functional and the def2-TZVPD basis
C 0.482 1.009 0.712
C 0.678 0.796 -0.792
C -0.063 -0.538 -0.798
O 0.782 -1.613 -0.598
C -0.077 -1.837 0.498
C -0.737 0.095 0.721
H 0.324 2.036 1.052
H 1.294 0.557 1.286
H 0.121 1.532 -1.380
H 1.700 0.721 -1.169
H -0.831 -0.742 -1.549
H -1.017 -2.268 0.056
H -1.600 0.591 0.256
H -1.068 -0.320 1.669
```

Multiplicity: 1
Lowest unoccupied orbital energy in eV: 1.00
Energy relative to the best compared isomer or geometry (same formula, charge and spin) in eV: 5.8349
HOMO in eV: -8.1
Net charge: 0
Total energy in eV: -7356.4204

These are the natural (NBO) partial charges, in e, on atoms 1 to 8: -0.42, -0.42, 0.14, -0.54, 0.02, -0.41, 0.21, 0.22

=====

11.
C5H8O | the ωB97M-V functional and the def2-TZVPD basis

Structure (XYZ):
```
14
C5H8O | the OMol25 dataset | the ωB97M-V functional and the def2-TZVPD basis
C -0.048 -0.834 1.058
C -1.121 -0.942 0.250
C -1.289 -0.080 -1.023
O -0.250 0.846 -1.318
C 1.010 1.037 -0.446
C 1.159 0.160 0.825
H 0.181 -1.383 1.982
H -1.996 -1.617 0.353
H -2.268 0.445 -0.913
H -1.432 -0.798 -1.866
H 0.966 2.109 -0.206
H 1.821 0.862 -1.167
H 2.078 -0.463 0.799
H 1.239 0.770 1.750
```

SMILES: C1=CCOCC1
Multiplicity: 1
Lowest unoccupied orbital energy in eV: 1.02
Energy relative to the best compared isomer or geometry (same formula, charge and spin) in eV: 1.9327
HOMO in eV: -9.2
Net charge: 0
Total energy in eV: -7360.3226

These are the natural (NBO) partial charges, in e, on atoms 1 to 8: -0.19, -0.22, -0.08, -0.56, -0.06, -0.47, 0.21, 0.21

=====

12.
C5H8O | the ωB97M-V functional and the def2-TZVPD basis

Structure (XYZ):
```
14
C5H8O | the OMol25 dataset | the ωB97M-V functional and the def2-TZVPD basis
C 1.585 -1.340 -1.261
C 0.137 -0.954 -1.390
C -0.571 -0.287 -0.505
C -1.290 0.305 0.363
C -2.038 0.844 1.305
O -1.597 1.395 2.469
H 1.630 -2.399 -0.978
H 2.115 -1.239 -2.215
H 2.118 -0.764 -0.499
H -0.392 -1.368 -2.246
H -3.122 0.877 1.238
H -0.681 1.122 2.615
H 1.363 1.780 0.390
H 0.743 2.029 0.713
```

SMILES: CC=C=C=CO.[H][H]
Multiplicity: 1
Lowest unoccupied orbital energy in eV: 0.90
Energy relative to the best compared isomer or geometry (same formula, charge and spin) in eV: 3.8539
HOMO in eV: -8.1
Net charge: 0
Total energy in eV: -7358.4014

These are the natural (NBO) partial charges, in e, on atoms 1 to 8: -0.63, -0.25, 0.04, -0.17, 0.13, -0.66, 0.22, 0.22